# 1
{
  "formula": "C22H23CuN3O7Si",
  "method": "ωB97M-V/def2-TZVPD",
  "gap_ev": [6.92, 6.44],
  "spin_multiplicity": 2,
  "charge": 0,
  "fmax_ev_per_a": 0.31,
  "de_lowest_ev": 0.639,
  "species": ["Cu", "O", "C", "O", "C", "C", "C", "C", "C", "N", "C", "O", "O", "H", "H", "H", "H", "H", "C", "Si", "C", "C", "N", "C", "C", "C", "C", "C", "C", "O", "C", "C", "C", "C", "C", "C", "H", "H", "H", "H", "H", "H", "H", "H", "H", "H", "H", "H", "H", "H", "H", "H", "H", "H", "O", "N", "O"],
  "coordinates": [[0.16137, -0.81639, -0.36855], [0.46480, -4.89874, -0.72325], [-0.12839, -3.70834, -0.63354], [-0.26325, -2.95232, -1.56091], [-0.69593, -3.42197, 0.71774], [-0.90643, -4.41984, 1.64368], [-1.57437, -4.09331, 2.81530], [-2.04036, -2.80610, 2.97517], [-1.77565, -1.86034, 1.98715], [-1.07440, -2.14903, 0.89681], [-2.33387, -0.45947, 2.11965], [-3.56359, -0.58131, 2.73717], [-2.40599, 0.17865, 0.84026], [0.81215, -4.97892, -1.62496], [-0.56229, -5.42203, 1.43860], [-1.75649, -4.84388, 3.57244], [-2.61995, -2.51465, 3.83741], [-3.85659, 0.30057, 3.00839], [3.71076, 0.53116, -2.45546], [2.04307, -0.22281, -2.86446], [1.52856, 0.15373, -4.63290], [2.29016, -2.07326, -2.83716], [0.81885, 0.33340, -1.72212], [0.77429, 1.69349, -1.43759], [1.30198, 2.69577, -2.26956], [1.29522, 4.03399, -1.91310], [0.78330, 4.43644, -0.69050], [0.23134, 3.47948, 0.14800], [0.17425, 2.15935, -0.25393], [-0.35983, 1.16651, 0.55572], [-1.57181, 1.27151, 1.25338], [-2.33993, 2.54685, 1.13118], [-2.85846, 3.11647, 2.21525], [-2.62124, 2.59559, 3.57034], [-1.93199, 1.47546, 3.79055], [-1.39916, 0.67029, 2.65686], [4.50041, -0.04301, -2.94564], [3.88316, 0.47696, -1.37761], [3.81647, 1.57244, -2.75815], [2.22781, -0.33661, -5.31607], [1.49549, 1.21076, -4.89716], [0.53671, -0.26477, -4.81904], [3.16651, -2.27436, -3.46048], [1.43935, -2.59481, -3.27220], [2.48586, -2.46517, -1.83882], [1.72958, 2.41431, -3.22010], [1.71589, 4.76438, -2.59234], [0.82059, 5.47258, -0.38373], [-0.14762, 3.75696, 1.12176], [-2.51095, 2.93338, 0.13527], [-3.47104, 4.00323, 2.11478], [-3.00224, 3.16920, 4.40592], [-1.74320, 1.12933, 4.79904], [-0.37413, 0.33675, 2.81768], [1.74982, -0.47349, 1.84772], [2.26303, -1.46764, 1.37729], [1.66839, -1.93641, 0.33883]]
}

=====

# 2
{
  "formula": "C22H23F2N2O4",
  "method": "ωB97M-V/def2-TZVPD",
  "gap_ev": 6.06,
  "charge": 1,
  "fmax_ev_per_a": 5.61,
  "species": ["C", "C", "O", "C", "C", "N", "N", "C", "O", "O", "C", "C", "O", "H", "H", "H", "H", "H", "H", "H", "H", "H", "H", "C", "C", "C", "F", "C", "C", "C", "C", "C", "C", "F", "C", "C", "C", "C", "C", "C", "H", "H", "H", "H", "H", "H", "H", "H", "H", "H", "H", "H", "H"],
  "coordinates": [[4.74497, -3.76718, 3.16094], [4.07882, -2.42406, 3.41828], [2.81958, -2.34933, 2.80136], [2.25682, -1.11626, 2.99165], [0.82952, -0.97966, 2.79181], [0.30096, 0.22098, 2.78770], [-0.17535, 1.28691, 2.77928], [-0.04092, -2.13110, 2.71726], [0.40973, -3.26801, 2.69800], [-1.39016, -1.91480, 2.71681], [-2.01945, -3.16533, 2.83152], [-3.50857, -3.06707, 3.07216], [2.91581, -0.15667, 3.36131], [5.53954, -3.99211, 3.87526], [4.00361, -4.56555, 3.22009], [5.17765, -3.80887, 2.16100], [3.88311, -2.26428, 4.48927], [4.68442, -1.57701, 3.06106], [-1.77166, -3.72095, 1.91432], [-1.51252, -3.68057, 3.66326], [-3.98598, -4.04844, 3.08994], [-3.70949, -2.57689, 4.02550], [-3.98146, -2.47311, 2.29080], [3.86900, 4.81211, -2.51471], [2.65630, 4.04548, -2.13736], [1.87100, 3.48986, -3.14767], [2.25829, 3.61780, -4.43932], [0.72379, 2.79516, -2.84078], [0.33283, 2.57006, -1.50671], [-0.80360, 1.82916, -1.09089], [-1.79714, 1.10135, -1.79490], [-1.81590, 0.86383, -3.18352], [-2.85463, 0.19175, -3.78548], [-2.86751, 0.03398, -5.13092], [-3.90565, -0.32060, -3.02434], [-4.99126, -1.06464, -3.70841], [-3.88175, -0.14239, -1.64741], [-2.86100, 0.55080, -1.04615], [1.14201, 3.14834, -0.50378], [2.26614, 3.87308, -0.81612], [4.35576, 5.25128, -1.64378], [4.59065, 4.17110, -3.02174], [3.61439, 5.61841, -3.20321], [0.11837, 2.48916, -3.66685], [-0.94112, 1.81916, -0.02250], [-0.99348, 1.12949, -3.81271], [-5.73011, -1.44031, -3.00019], [-5.50454, -0.42786, -4.42945], [-4.58584, -1.91420, -4.25873], [-4.67927, -0.56037, -1.05607], [-2.86197, 0.67410, 0.02317], [0.86682, 3.01558, 0.52822], [2.86043, 4.31868, -0.03627]]
}

=====

# 3
{
  "formula": "C22H23F9N3O2Ru",
  "method": "ωB97M-V/def2-TZVPD",
  "gap_ev": [5.46, 5.99],
  "spin_multiplicity": 2,
  "charge": 0,
  "fmax_ev_per_a": 4.45,
  "de_lowest_ev": 3.111,
  "species": ["Ru", "C", "N", "C", "C", "C", "C", "C", "C", "C", "N", "C", "C", "C", "C", "C", "C", "N", "C", "C", "H", "H", "H", "H", "H", "H", "H", "H", "H", "H", "H", "H", "H", "H", "H", "H", "H", "H", "H", "H", "C", "C", "O", "H", "H", "H", "F", "C", "F", "F", "C", "O", "C", "F", "F", "F", "C", "F", "F", "F"],
  "coordinates": [[0.30790, -0.29756, 0.43586], [-0.25799, -2.80856, -1.70295], [-0.55132, -1.38657, -1.62700], [0.28735, -0.63396, -2.57197], [-1.91815, -1.03497, -1.83977], [-2.78380, -1.77184, -2.62764], [-4.02410, -1.25907, -2.98382], [-4.36425, 0.03417, -2.61470], [-3.54531, 0.76223, -1.78092], [-2.35617, 0.19824, -1.27574], [-1.57918, 0.75688, -0.32260], [-1.98050, 1.75537, 0.50862], [-3.31379, 2.02208, 0.86814], [-3.62619, 3.10883, 1.65380], [-2.62868, 3.94974, 2.11957], [-1.29983, 3.62964, 1.88821], [-0.96124, 2.52571, 1.12742], [0.38854, 2.07388, 0.96019], [1.05732, 2.65734, -0.19872], [1.19158, 2.24820, 2.16092], [-0.30152, -3.18423, -2.73250], [-0.95710, -3.36007, -1.07844], [0.75171, -2.97511, -1.33985], [0.11900, -0.97999, -3.60008], [1.34090, -0.76632, -2.32445], [0.04119, 0.42691, -2.51404], [-2.48809, -2.73893, -3.00017], [-4.68456, -1.83935, -3.61251], [-5.28419, 0.47345, -2.97165], [-3.80158, 1.78019, -1.52738], [-4.09449, 1.34152, 0.56686], [-4.65519, 3.29484, 1.91925], [-2.88340, 4.83226, 2.68757], [-0.53002, 4.25589, 2.31078], [1.24186, 3.72979, -0.04454], [0.43595, 2.52669, -1.08405], [2.01348, 2.15352, -0.35355], [1.37191, 3.30587, 2.38750], [2.16308, 1.78517, 2.00605], [0.69457, 1.77953, 3.01027], [-0.44239, -2.89650, 2.56851], [-0.70691, -1.56229, 1.91031], [-0.68174, -0.51813, 2.56072], [-0.54191, -2.81263, 3.65027], [0.57493, -3.19989, 2.32622], [-1.11342, -3.65471, 2.17677], [4.17762, 0.43114, 1.88247], [3.63867, -0.75883, 1.61356], [2.39065, -0.74197, 2.13802], [4.32298, -1.66784, 2.30715], [3.53033, -1.02118, 0.07183], [2.51038, -0.37519, -0.45773], [4.86514, -0.57989, -0.60133], [5.95560, -1.00028, 0.05136], [4.93153, 0.74926, -0.67106], [4.95697, -1.04087, -1.84936], [3.35332, -2.56392, -0.09931], [4.35639, -3.32553, 0.33692], [3.13940, -2.89429, -1.37355], [2.24674, -2.93786, 0.57629]]
}

=====

# 4
{
  "formula": "C22H23FN2O3S",
  "method": "ωB97M-V/def2-TZVPD",
  "gap_ev": 7.83,
  "smiles": "CCOCCCNC(=O)/C=C1\\Sc2ccccc2N(Cc2ccccc2F)C1=O",
  "charge": 0,
  "fmax_ev_per_a": 1.24,
  "de_lowest_ev": 0.162,
  "species": ["C", "C", "O", "C", "C", "C", "N", "C", "O", "C", "C", "S", "C", "C", "C", "C", "C", "C", "N", "C", "C", "C", "C", "C", "C", "C", "F", "C", "O", "H", "H", "H", "H", "H", "H", "H", "H", "H", "H", "H", "H", "H", "H", "H", "H", "H", "H", "H", "H", "H", "H", "H"],
  "coordinates": [[4.61999, -4.77118, 4.88765], [3.14459, -4.88339, 4.50808], [2.79651, -4.13316, 3.36141], [2.67993, -2.73817, 3.54446], [1.38048, -2.31049, 4.24118], [0.14667, -2.95548, 3.59821], [0.04132, -2.66036, 2.19047], [-0.59963, -1.56411, 1.73055], [-1.22373, -0.79969, 2.46730], [-0.54681, -1.33269, 0.29868], [-1.18503, -0.25111, -0.21459], [-2.03849, 0.79828, 0.86680], [-2.62354, 2.03439, -0.25495], [-3.32838, 3.07016, 0.35283], [-3.84029, 4.11433, -0.38465], [-3.63803, 4.12653, -1.75598], [-2.94207, 3.10534, -2.37004], [-2.42389, 2.03202, -1.63684], [-1.73467, 1.00251, -2.28093], [-1.61639, 1.04648, -3.73123], [-0.67078, 2.11575, -4.20956], [0.46897, 2.45858, -3.49411], [1.33720, 3.42905, -3.96149], [1.08481, 4.07496, -5.15977], [-0.04130, 3.74926, -5.89507], [-0.89601, 2.77926, -5.40944], [-2.00386, 2.47447, -6.12714], [-1.11412, -0.05833, -1.67874], [-0.49703, -0.87371, -2.34755], [4.86557, -3.76788, 5.22756], [5.24166, -5.00968, 4.02848], [4.84150, -5.46916, 5.69015], [2.51593, -4.60300, 5.36327], [2.91585, -5.91769, 4.23638], [3.53888, -2.33766, 4.09716], [2.70707, -2.32204, 2.53338], [1.29808, -1.22517, 4.17532], [1.40458, -2.58542, 5.29671], [0.19119, -4.04018, 3.71759], [-0.75422, -2.56842, 4.08025], [0.61694, -3.19705, 1.56230], [-0.01318, -2.00281, -0.35465], [-3.46029, 3.02744, 1.42335], [-4.38570, 4.90968, 0.09840], [-4.02302, 4.93646, -2.35633], [-2.80273, 3.16278, -3.43475], [-2.60617, 1.16606, -4.17899], [-1.21958, 0.06923, -4.03148], [0.67782, 1.95246, -2.56370], [2.21651, 3.67941, -3.38821], [1.76296, 4.83036, -5.52525], [-0.26608, 4.23278, -6.83248]]
}